Model one:
# C3H11NOS

A 2-piece molecular cluster, C3H11NOS overall (wB97M-V/def2-TZVPD, OMol25).

Geometry as XYZ:
```
17
C3H11NOS (wB97M-V/def2-TZVPD)
C -0.450 -2.386 0.024
S -0.909 -1.469 -1.409
C -1.688 -0.030 -0.725
H 0.626 -2.271 0.184
H -0.626 -3.453 -0.040
H -0.941 -1.980 0.903
H -2.769 -0.143 -0.799
H -1.421 0.039 0.326
H -1.418 0.861 -1.282
N 2.181 1.102 0.661
C 1.529 2.030 1.534
O 0.131 2.140 1.209
H 1.810 0.171 0.821
H 1.952 1.353 -0.295
H 1.646 1.710 2.575
H 2.015 3.014 1.449
H -0.234 2.898 1.688
```

Summary:
- Net charge: +1
- 2S+1: 2
- Frontier orbital gap (spin up / spin down): 10.0 / 4.9 eV
- Molar mass: 109.19 Da

Atom charges from the Mulliken analysis, given in e for atoms 1 to 8: atom 1 (C): -0.728, atom 2 (S): 0.395, atom 3 (C): -0.679, atom 4 (H): 0.310, atom 5 (H): 0.374, atom 6 (H): 0.327, atom 7 (H): 0.399, atom 8 (H): 0.223

---

Model two:
# C3H11NOS

A 2-piece molecular cluster, C3H11NOS overall (wB97M-V/def2-TZVPD, OMol25).

Geometry as XYZ:
```
17
C3H11NOS (wB97M-V/def2-TZVPD)
C 1.431 0.718 1.165
S 0.080 1.688 0.531
C 0.665 2.114 -1.102
H 1.785 0.063 0.370
H 1.056 0.156 2.019
H 2.257 1.361 1.474
H 1.653 2.549 -1.055
H 0.570 1.214 -1.716
H -0.064 2.828 -1.485
N -1.783 -0.896 -0.473
C -0.812 -1.933 -0.312
O -0.645 -2.394 1.004
H -2.734 -1.217 -0.438
H -1.569 -0.115 0.107
H -1.082 -2.805 -0.919
H 0.157 -1.647 -0.740
H -0.966 -1.683 1.569
```

Summary:
- Net charge: +1
- 2S+1: 2
- Frontier orbital gap (spin up / spin down): 10.0 / 4.8 eV
- Molar mass: 109.19 Da

Atom charges from the Mulliken analysis, given in e for atoms 1 to 8: atom 1 (C): -0.777, atom 2 (S): 0.362, atom 3 (C): -0.756, atom 4 (H): 0.317, atom 5 (H): 0.332, atom 6 (H): 0.411, atom 7 (H): 0.377, atom 8 (H): 0.330

---

Pick model one: it beats the second-best structure by 0.0111 hartree.

---

Model one:
# HN6O

An isolated ion of composition HN6O and charge -1 (wB97M-V/def2-TZVPD, OMol25).

Geometry as XYZ:
```
8
HN6O (wB97M-V/def2-TZVPD)
O 0.390 0.114 -2.303
N 0.048 0.068 -1.112
N 0.230 1.387 -0.507
N 0.175 1.512 0.760
N -0.322 0.449 1.528
N -0.479 -0.908 0.846
N -0.115 -1.027 -0.528
H 0.073 -1.594 1.316
```

Summary:
- SMILES: O=[N+]1[N-]N=NN[N-]1
- Net charge: -1
- Frontier orbital gap: 7.9 eV
- Molar mass: 101.05 Da

Taken from the Mulliken analysis, the atomic charges in e are: atom 1 (O): -0.756, atom 2 (N): 1.079, atom 3 (N): -0.368, atom 4 (N): -0.132, atom 5 (N): -0.381, atom 6 (N): -0.113, atom 7 (N): -0.544, atom 8 (H): 0.215

---

Model two:
# HN6O

An isolated ion of composition HN6O and charge -1 (wB97M-V/def2-TZVPD, OMol25).

Geometry as XYZ:
```
8
HN6O (wB97M-V/def2-TZVPD)
O 2.257 0.425 -0.247
N 1.091 0.317 0.031
N 0.317 1.403 -0.443
N -0.905 1.152 -0.706
N -1.548 0.022 -0.318
N -0.864 -0.794 0.658
N 0.605 -0.764 0.426
H -0.953 -1.761 0.599
```

Summary:
- SMILES: O=[N+]1[N-]N=NN[N-]1
- Net charge: -1
- Frontier orbital gap: 8.2 eV
- Molar mass: 101.05 Da

Taken from the Mulliken analysis, the atomic charges in e are: atom 1 (O): -0.782, atom 2 (N): 1.214, atom 3 (N): -0.470, atom 4 (N): -0.099, atom 5 (N): -0.320, atom 6 (N): -0.184, atom 7 (N): -0.641, atom 8 (H): 0.284

---

Pick model two: it beats the second-best structure by 0.0108 hartree.

---

Model one:
# C21H20Cl3O6RuS3Si

C21H20Cl3O6RuS3Si as an isolated structure (wB97M-V/def2-TZVPD, OMol25).

Geometry as XYZ:
```
55
C21H20Cl3O6RuS3Si (wB97M-V/def2-TZVPD)
Ru -0.647 0.608 -0.572
O 0.140 4.163 -2.663
C 0.217 3.040 -2.170
O -0.776 2.350 -1.746
C 1.617 2.390 -2.124
C 1.590 0.953 -2.651
C 2.998 0.463 -2.995
C 3.600 0.227 -1.585
C 2.442 0.658 -0.684
O 1.307 0.190 -1.452
C 2.270 2.185 -0.717
C 1.472 2.655 0.507
O 1.956 3.551 1.206
O 0.429 1.982 0.791
H 2.254 3.021 -2.742
H 0.823 0.739 -3.391
H 3.546 1.204 -3.577
H 2.947 -0.464 -3.565
H 4.500 0.813 -1.394
H 3.830 -0.827 -1.427
H 2.400 0.207 0.305
H 3.236 2.687 -0.675
S -0.496 -1.305 0.648
C -2.053 -1.489 1.399
C -2.358 -2.626 2.158
C -3.580 -2.757 2.784
C -4.539 -1.747 2.650
C -4.254 -0.625 1.902
C -3.009 -0.468 1.274
S -2.637 1.000 0.414
H -1.605 -3.402 2.253
H -3.794 -3.641 3.375
H -5.508 -1.849 3.127
H -4.990 0.164 1.787
C 2.414 1.727 3.809
S 2.125 -0.022 3.526
O 3.003 -0.766 4.487
C 0.465 -0.077 4.201
C 0.244 -0.901 5.293
C -1.042 -1.006 5.808
C -2.082 -0.294 5.226
C -1.840 0.527 4.132
C -0.565 0.634 3.598
H 2.272 1.947 4.866
H 1.757 2.318 3.169
H 3.449 1.904 3.516
H 1.080 -1.445 5.716
H -1.233 -1.658 6.652
H -3.091 -0.396 5.609
H -2.652 1.061 3.656
H -0.385 1.242 2.715
Cl -2.553 0.455 -3.815
Si -1.705 -0.620 -2.215
Cl -3.259 -1.958 -1.754
Cl -0.392 -1.922 -3.306
```

Summary:
- Net charge: -2
- 2S+1: 2
- Frontier orbital gap (spin up / spin down): 6.1 / 6.3 eV
- Molar mass: 700.10 Da

Atom charges from the Mulliken analysis, given in e for atoms 1 to 8: atom 1 (Ru): 1.700, atom 2 (O): -0.800, atom 3 (C): -0.115, atom 4 (O): -0.535, atom 5 (C): -0.012, atom 6 (C): -0.005, atom 7 (C): -1.079, atom 8 (C): -1.016

---

Model two:
# C21H20Cl3O6RuS3Si

C21H20Cl3O6RuS3Si as an isolated structure (wB97M-V/def2-TZVPD, OMol25).

Geometry as XYZ:
```
55
C21H20Cl3O6RuS3Si (wB97M-V/def2-TZVPD)
Ru 0.934 0.457 -0.458
O 0.801 3.625 2.415
C 0.626 2.464 2.076
O 0.153 2.061 0.976
C 0.946 1.366 3.161
C -0.010 0.170 3.049
C 0.162 -0.747 4.285
C 1.445 -1.513 3.916
C 1.833 -0.780 2.618
O 0.569 -0.595 2.008
C 2.298 0.646 2.981
C 3.263 1.227 1.881
O 4.351 1.619 2.286
O 2.862 1.179 0.700
H 0.878 1.877 4.126
H -1.041 0.426 2.814
H -0.692 -1.417 4.388
H 0.267 -0.167 5.202
H 1.229 -2.561 3.696
H 2.218 -1.464 4.682
H 2.502 -1.330 1.956
H 2.878 0.650 3.908
S -0.691 -1.565 -0.706
C 0.230 -2.743 -1.589
C -0.453 -3.756 -2.265
C 0.224 -4.730 -2.969
C 1.614 -4.731 -2.988
C 2.306 -3.756 -2.301
C 1.641 -2.743 -1.606
S 2.609 -1.577 -0.760
H -1.532 -3.758 -2.228
H -0.325 -5.493 -3.507
H 2.152 -5.492 -3.539
H 3.386 -3.739 -2.294
C -3.699 0.060 0.538
S -2.211 1.174 0.756
O -2.757 2.262 1.582
C -2.259 1.785 -0.955
C -2.418 0.936 -2.040
C -2.463 1.464 -3.319
C -2.358 2.832 -3.511
C -2.174 3.674 -2.426
C -2.116 3.147 -1.146
H -4.459 0.553 -0.058
H -4.080 -0.139 1.535
H -3.357 -0.859 0.074
H -2.502 -0.128 -1.896
H -2.571 0.800 -4.166
H -2.384 3.239 -4.513
H -2.061 4.739 -2.576
H -1.964 3.771 -0.279
Cl 0.429 0.919 -4.516
Si 1.382 1.527 -2.648
Cl 3.356 1.518 -3.437
Cl 1.030 3.615 -2.910
```

Summary:
- Net charge: -2
- 2S+1: 2
- Frontier orbital gap (spin up / spin down): 6.4 / 6.4 eV
- Molar mass: 700.10 Da

Atom charges from the Mulliken analysis, given in e for atoms 1 to 8: atom 1 (Ru): 1.498, atom 2 (O): -0.821, atom 3 (C): -0.357, atom 4 (O): -0.212, atom 5 (C): 0.272, atom 6 (C): -0.135, atom 7 (C): -0.878, atom 8 (C): -1.073

---

Pick model one: it beats the second-best structure by 0.1526 hartree.

---

Model one:
# C4H8OSi

One molecule with the formula C4H8OSi (wB97M-V/def2-TZVPD, OMol25).

Geometry as XYZ:
```
14
C4H8OSi (wB97M-V/def2-TZVPD)
C 2.433 0.019 0.299
C 1.148 0.267 0.008
C 0.214 -0.901 -0.353
Si -1.504 -0.301 0.207
C -1.071 1.499 -0.158
O 0.454 1.475 0.004
H 2.905 -0.907 0.086
H 3.062 0.842 0.402
H 0.434 -1.088 -1.391
H 0.713 -1.612 0.227
H -3.039 -0.221 -0.374
H -1.645 -0.561 1.661
H -1.344 2.416 0.395
H -1.335 1.906 -1.107
```

Summary:
- SMILES: C=C1C[SiH2]CO1
- Net charge: 0
- Frontier orbital gap: 9.4 eV
- Molar mass: 100.19 Da

Atom charges from the Mulliken analysis, given in e for atoms 1 to 8: atom 1 (C): -1.051, atom 2 (C): 0.615, atom 3 (C): -0.842, atom 4 (Si): 0.332, atom 5 (C): -0.555, atom 6 (O): -0.448, atom 7 (H): 0.302, atom 8 (H): 0.344

---

Model two:
# C4H8OSi

One molecule with the formula C4H8OSi (wB97M-V/def2-TZVPD, OMol25).

Geometry as XYZ:
```
14
C4H8OSi (wB97M-V/def2-TZVPD)
C -1.674 0.212 -0.035
C -1.414 -1.012 0.712
C -0.725 1.381 0.144
C 0.649 -0.904 -1.071
O -2.614 0.269 -0.798
Si 1.049 0.681 -0.182
H -1.103 -0.950 1.753
H -1.904 -1.891 0.318
H -0.885 2.141 -0.664
H -0.683 1.695 1.163
H 1.469 -1.594 -1.208
H -0.305 -1.164 -1.545
H 2.170 1.486 -0.545
H 1.728 0.163 0.926
```

Summary:
- Net charge: 0
- Frontier orbital gap (spin up / spin down): 8.8 / 8.2 eV
- Molar mass: 100.19 Da

Atom charges from the Mulliken analysis, given in e for atoms 1 to 8: atom 1 (C): 0.626, atom 2 (C): -0.848, atom 3 (C): -0.691, atom 4 (C): -0.744, atom 5 (O): -0.555, atom 6 (Si): 0.462, atom 7 (H): 0.314, atom 8 (H): 0.331

---

Pick model one: it beats the second-best structure by 0.0499 hartree.